(1)
Here is a cluster of 2 separate species, CHBrF2O in total from the Open Molecules 2025 dataset. Energies are from ωB97M-V/def2-TZVPD.

The geometry in XYZ format:
```
6
CHBrF2O (ωB97M-V/def2-TZVPD)
O 1.761 2.433 -0.613
C 0.985 2.441 -1.485
F -0.010 3.299 -1.598
Br 0.945 1.253 -2.952
F -0.816 0.063 0.227
H -0.179 -0.616 0.324
```

Calculated values
- E_HOMO: -0.418 hartree
- Total energy: -78578.1377 eV
- 2S+1: 1
- ΔE to the lowest compared entry with this formula, charge and spin: 12.4 kJ/mol


(2)
Here is a cluster of 7 separate species, C37H75BNO23 in total at a distorted geometry from the Open Molecules 2025 dataset. Energies are from ωB97M-V/def2-TZVPD.

The geometry in XYZ format:
```
137
C37H75BNO23 (ωB97M-V/def2-TZVPD)
C 1.562 -0.776 -1.056
C 1.721 0.068 -2.337
C 3.128 -0.278 -2.904
C 1.662 1.587 -2.037
N 0.897 2.386 -2.956
C -0.535 2.302 -3.085
O -0.828 1.126 -3.895
C -2.065 1.150 -4.564
C -2.760 -0.247 -4.642
C -1.962 -1.371 -3.957
C -4.236 -0.193 -4.206
C -4.548 0.359 -2.816
C -4.140 -0.584 -1.675
C -6.073 0.576 -2.686
B -1.348 2.097 -1.722
O -1.054 1.029 -0.861
O -2.405 2.857 -1.327
C -0.889 3.632 -3.830
O -1.238 4.611 -3.130
O -0.711 3.640 -5.062
H 0.530 -1.041 -0.839
H 2.102 -1.717 -1.165
H 2.028 -0.239 -0.230
H 1.015 -0.263 -3.095
H 3.579 0.563 -3.427
H 3.109 -1.169 -3.529
H 3.776 -0.506 -2.052
H 2.693 1.942 -2.112
H 1.430 1.718 -0.970
H 1.259 3.305 -3.136
H -1.878 1.464 -5.591
H -2.788 1.868 -4.170
H -2.789 -0.518 -5.698
H -2.641 -2.172 -3.654
H -1.437 -1.053 -3.063
H -1.280 -1.807 -4.683
H -4.839 0.346 -4.941
H -4.601 -1.227 -4.207
H -4.104 1.334 -2.617
H -4.551 -1.586 -1.801
H -3.062 -0.683 -1.586
H -4.491 -0.134 -0.747
H -6.320 0.648 -1.627
H -6.361 1.502 -3.179
H -6.630 -0.279 -3.070
H -0.915 0.257 -1.422
H -2.777 2.470 -0.527
C -6.356 -6.674 0.185
C -6.593 -5.208 0.484
O -6.831 -4.452 -0.710
C -8.034 -4.592 -1.260
O -8.939 -5.266 -0.841
O -8.050 -3.866 -2.377
C -9.245 -3.991 -3.150
H -5.545 -6.788 -0.535
H -6.095 -7.208 1.099
H -7.244 -7.137 -0.242
H -5.702 -4.771 0.928
H -7.417 -5.068 1.184
H -10.125 -3.777 -2.547
H -9.314 -4.992 -3.575
H -9.171 -3.264 -3.953
C -0.932 8.198 -2.449
C -0.426 7.338 -1.314
O 0.932 7.683 -0.950
C 1.084 8.789 -0.247
O 0.216 9.525 0.150
O 2.397 8.968 -0.029
C 2.713 10.175 0.658
H -0.256 8.134 -3.302
H -1.921 7.860 -2.756
H -0.997 9.247 -2.156
H -0.397 6.297 -1.635
H -1.070 7.399 -0.437
H 2.157 10.253 1.590
H 2.503 11.036 0.025
H 3.778 10.140 0.875
C 7.104 -0.328 3.952
C 6.775 0.291 2.612
O 5.374 0.200 2.321
C 4.590 1.045 2.990
O 4.956 1.868 3.790
O 3.332 0.814 2.628
C 2.358 1.593 3.328
H 6.739 -1.356 3.996
H 8.180 -0.328 4.125
H 6.629 0.223 4.759
H 7.272 -0.254 1.812
H 7.104 1.329 2.558
H 2.584 2.654 3.258
H 2.311 1.284 4.372
H 1.404 1.396 2.850
C 4.678 -5.915 7.176
C 4.969 -4.958 8.311
O 5.467 -3.699 7.838
C 4.551 -2.888 7.309
O 3.371 -3.110 7.229
O 5.167 -1.785 6.891
C 4.315 -0.849 6.224
H 5.559 -6.043 6.546
H 4.377 -6.888 7.566
H 3.878 -5.541 6.539
H 5.755 -5.362 8.946
H 4.090 -4.799 8.936
H 3.455 -0.592 6.839
H 3.986 -1.259 5.270
H 4.901 0.046 6.042
C 0.179 5.924 -6.523
C -0.397 7.228 -7.017
O 0.611 8.138 -7.537
C 1.079 7.865 -8.739
O 0.735 6.974 -9.472
O 2.024 8.776 -9.035
C 2.672 8.551 -10.283
H 0.960 6.108 -5.782
H -0.595 5.301 -6.060
H 0.629 5.356 -7.338
H -0.855 7.765 -6.189
H -1.165 7.070 -7.775
H 1.949 8.471 -11.093
H 3.279 7.647 -10.236
H 3.317 9.408 -10.459
C 0.850 -12.230 8.456
C 1.122 -11.234 9.563
O 1.619 -9.989 9.054
C 0.707 -9.196 8.491
O -0.470 -9.423 8.400
O 1.329 -8.106 8.044
C 0.483 -7.196 7.333
H 1.741 -12.371 7.843
H 0.554 -13.191 8.875
H 0.052 -11.881 7.801
H 1.907 -11.611 10.217
H 0.237 -11.060 10.174
H -0.386 -6.919 7.926
H 0.170 -7.639 6.389
H 1.074 -6.307 7.129
```

Calculated values
- E_HOMO: -0.182 hartree
- Total energy: -88849.7290 eV
- 2S+1: 1
- Charge: -1


Q: The lowest E_HOMO belongs to which entry?
A: CHBrF2O


Q: What is the formula in the second record?
A: C37H75BNO23